1.
12
Properties=species:S:1:pos:R:3 method="wB97M-V/def2-TZVPD" total_charge=0 smiles="COC=C=O.O=C=O" orbital_gap_ev="8.44 / 8.44" de_lowest_kcal_mol=68.5 e_lumo_ev="0.18 / 0.18" e_homo_ha="-0.30334 / -0.30328"
C 0.058 0.699 0.165
O -0.649 -0.008 -0.835
C -0.937 -1.290 -0.542
C 0.240 -2.197 0.109
O 0.494 -2.811 1.062
H 1.062 0.270 0.282
H 0.127 1.732 -0.176
H -0.459 0.655 1.130
H -1.408 -1.781 -1.385
O -2.579 0.390 -2.999
C -1.953 1.322 -2.776
O -1.349 2.273 -2.580

---

2.
23
Properties=species:S:1:pos:R:3 method="wB97M-V/def2-TZVPD" total_charge=+1 orbital_gap_ev=10.30 de_lowest_kcal_mol=88.0 e_lumo_ev=-2.97 e_homo_ha=-0.48760
C -0.814 -1.149 -1.067
C -1.272 -1.086 0.500
C -0.140 -0.505 1.250
C 0.903 -1.054 1.928
N -0.261 0.961 1.323
N -1.199 0.162 -1.507
H 0.294 -1.328 -1.156
H -1.242 -2.150 -1.537
H -1.702 -1.961 0.869
H -2.202 -0.497 0.309
H 0.918 -2.119 1.865
H 1.718 -0.422 2.423
H -0.920 1.190 1.987
H -0.843 1.385 0.366
H 0.609 1.465 1.350
H -1.796 0.124 -2.158
H -0.388 0.649 -1.742
H 2.544 2.743 1.914
H 1.565 3.559 2.573
O 1.636 2.809 1.985
H -0.008 -1.316 -4.199
H 0.750 -1.425 -2.989
O 0.723 -0.934 -3.767

---

3.
14
Properties=species:S:1:pos:R:3 method="wB97M-V/def2-TZVPD" spin_multiplicity=2 total_charge=+1 orbital_gap_ev="5.64 / 8.49" e_lumo_ev="-6.09 / -6.11" e_homo_ha="-0.43125 / -0.53648" s_squared=0.753
C 0.212 -1.040 0.325
C -1.077 -0.948 -0.479
F 1.125 -1.715 -0.429
H 0.086 -1.593 1.264
H -0.872 -0.672 -1.518
H -1.567 -1.927 -0.442
O -1.932 0.013 0.148
C -2.635 0.832 -0.600
O -3.324 1.723 -0.230
O 0.670 0.213 0.714
Ca 2.693 2.089 -1.069
O 1.757 2.022 0.849
O 2.974 0.243 0.574
C 1.891 0.762 0.892

---

4.
16
Properties=species:S:1:pos:R:3 method="wB97M-V/def2-TZVPD" total_charge=0 smiles="C=CCC#N.CO" orbital_gap_ev=11.03 de_lowest_kcal_mol=50.7 e_lumo_ev=0.70 e_homo_ha=-0.37974
C -0.709 -0.871 1.863
C 0.118 -0.103 1.161
C -0.138 1.355 0.882
C 0.919 2.222 1.430
N 1.755 2.887 1.876
H -0.509 -1.926 2.025
H -1.625 -0.483 2.308
H 1.015 -0.515 0.706
H -1.098 1.655 1.311
H -0.183 1.500 -0.203
C -0.145 -1.241 -2.194
O 0.264 0.114 -2.079
H 0.376 -1.884 -1.471
H -1.216 -1.267 -1.981
H 0.018 -1.636 -3.205
H 1.158 0.191 -2.429

---

5.
30
Properties=species:S:1:pos:R:3 method="wB97M-V/def2-TZVPD" total_charge=0 smiles="CC(=O)Nc1nnc(SCC(=O)c2ccc(F)cc2)s1" orbital_gap_ev=8.57 e_lumo_ev=-0.05 e_homo_ha=-0.31684
C 0.264 2.204 -5.020
C 0.568 0.846 -5.579
O 0.521 0.566 -6.751
N 0.926 -0.144 -4.681
C 1.078 -0.174 -3.330
N 1.416 -1.264 -2.725
N 1.539 -1.151 -1.416
C 1.295 0.029 -0.969
S 1.398 0.524 0.684
C 1.525 -1.109 1.495
C 0.136 -1.614 1.845
O -0.319 -2.583 1.286
C -0.628 -0.865 2.871
C -1.924 -1.310 3.149
C -2.705 -0.679 4.095
C -2.175 0.410 4.767
F -2.923 1.034 5.692
C -0.896 0.876 4.514
C -0.123 0.235 3.565
S 0.862 1.190 -2.223
H -0.009 2.861 -5.841
H -0.561 2.150 -4.312
H 1.135 2.611 -4.509
H 1.113 -1.044 -5.116
H 2.147 -0.974 2.378
H 1.996 -1.785 0.782
H -2.299 -2.162 2.603
H -3.705 -1.014 4.317
H -0.521 1.728 5.058
H 0.870 0.609 3.372

---

6.
12
Properties=species:S:1:pos:R:3 method="wB97M-V/def2-TZVPD" total_charge=0 smiles=Cc1nnnn1N orbital_gap_ev=10.68 de_lowest_kcal_mol=76.5 e_lumo_ev=0.63 e_homo_ha=-0.36952
C 0.970 -1.276 -0.048
C -0.352 -0.661 -0.056
N -1.539 -1.184 -0.064
N -2.325 -0.116 0.014
N -1.707 0.952 -0.006
N -0.386 0.647 -0.248
N 0.580 1.592 0.003
H 1.373 -1.157 0.896
H 1.657 -0.828 -0.830
H 0.800 -2.376 0.007
H 0.315 2.473 -0.603
H 0.614 1.934 0.934

---

no.,calculated total energy (eV)
1,-12400.33330
2,-11457.44334
3,-35582.05045
4,-8867.01324
5,-45559.14957
6,-9602.70466